{"formula": "C30H62NO12S5", "method": "wB97M-V/def2-TZVPD", "max_force_ev_per_a": 1.4, "gap_ha": 0.117, "e_lumo_ev": 1.690, "homo_energy_ev": -1.5, "total_charge": -1, "e_tot_ev": -112346.3620, "elements": ["C", "C", "C", "C", "C", "C", "C", "C", "C", "N", "C", "O", "O", "H", "H", "H", "H", "H", "H", "H", "H", "H", "H", "H", "H", "H", "H", "H", "H", "H", "H", "H", "H", "H", "H", "C", "C", "C", "S", "O", "O", "C", "H", "H", "H", "H", "H", "H", "H", "H", "C", "C", "C", "S", "O", "O", "C", "H", "H", "H", "H", "H", "H", "H", "H", "C", "C", "C", "S", "O", "O", "C", "H", "H", "H", "H", "H", "H", "H", "H", "C", "C", "C", "S", "O", "O", "C", "H", "H", "H", "H", "H", "H", "H", "H", "C", "C", "C", "S", "O", "O", "C", "H", "H", "H", "H", "H", "H", "H", "H"], "positions_angstrom": [[1.24653, -2.47058, -0.63310], [0.57543, -2.51758, -2.00305], [-0.31424, -1.29192, -2.26784], [-1.78575, -1.63531, -2.11986], [-2.69119, -0.41902, -2.25036], [-3.04773, 0.26433, -0.93682], [-3.43612, -0.66787, 0.20197], [-4.85082, -1.26294, 0.13130], [-5.12324, -2.42107, -0.84064], [-5.73130, -1.97019, -2.06480], [-6.76648, -2.81368, -2.39287], [-7.65176, -2.30091, -3.44242], [-7.72312, -0.87244, -3.30517], [0.55647, -2.78862, 0.13380], [2.08469, -3.14995, -0.61808], [1.63045, -1.48302, -0.42052], [1.34190, -2.62936, -2.76133], [-0.04672, -3.39982, -2.04196], [-0.13382, -0.96375, -3.28085], [-0.03549, -0.51242, -1.56891], [-1.94515, -2.20480, -1.21860], [-2.02004, -2.30713, -2.93714], [-3.55489, -0.66130, -2.84293], [-2.12692, 0.30049, -2.83902], [-2.26141, 0.94283, -0.62764], [-3.91610, 0.89078, -1.11274], [-2.69600, -1.43483, 0.37769], [-3.44058, -0.07161, 1.10449], [-5.01148, -1.64553, 1.14055], [-5.57697, -0.47895, -0.01897], [-4.20691, -3.02136, -0.96001], [-5.84215, -3.08499, -0.32926], [-7.45210, -3.02706, -1.53772], [-6.45216, -3.78659, -2.82443], [-8.59209, -0.70592, -3.68471], [-4.22541, -0.71415, -8.36956], [-5.06447, -1.42910, -7.29957], [-4.35400, -1.24513, -5.95380], [-3.44997, 0.29672, -6.07310], [-2.03624, 0.01037, -6.01388], [-4.05057, 1.28962, -5.22282], [-3.88020, 0.64984, -7.78125], [-4.76158, -0.61746, -9.31429], [-3.30942, -1.27847, -8.55817], [-6.05913, -0.97898, -7.25574], [-5.19488, -2.48551, -7.52814], [-5.04522, -1.17571, -5.11303], [-3.62840, -2.03270, -5.76427], [-3.04228, 1.14186, -8.26987], [-4.74777, 1.30869, -7.76939], [4.78016, -6.71105, 2.30010], [5.66630, -6.71945, 1.04644], [4.99343, -5.81694, 0.00339], [4.05346, -4.59519, 0.93063], [2.65640, -4.81123, 0.67400], [4.66446, -3.29935, 0.78218], [4.43214, -5.24765, 2.55508], [5.28527, -7.15480, 3.15656], [3.86855, -7.28180, 2.11375], [6.65250, -6.32335, 1.29582], [5.80718, -7.72672, 0.65807], [5.71335, -5.29924, -0.62416], [4.28870, -6.36712, -0.61583], [3.57153, -5.10790, 3.20423], [5.28896, -4.69550, 2.93980], [-0.79434, 4.86246, 0.77703], [-2.16977, 5.40221, 1.19561], [-3.02204, 4.20042, 1.63059], [-1.86439, 2.96814, 2.23730], [-1.89221, 1.82820, 1.36528], [-2.00380, 2.82711, 3.66803], [-0.37772, 3.89002, 1.87423], [-0.06298, 5.65976, 0.65554], [-0.87985, 4.33248, -0.17369], [-2.04992, 6.09326, 2.03259], [-2.65080, 5.94805, 0.38586], [-3.71714, 4.44685, 2.42826], [-3.55957, 3.75679, 0.79453], [0.40853, 3.20186, 1.57160], [-0.08987, 4.41589, 2.78321], [2.85487, 3.65062, 5.77437], [3.61765, 4.88266, 6.27719], [3.98135, 5.72654, 5.04885], [2.72690, 5.37508, 3.81210], [3.34799, 4.70067, 2.69599], [1.90338, 6.54098, 3.60583], [1.82343, 4.16862, 4.77936], [2.38296, 3.10464, 6.58958], [3.54195, 2.97957, 5.26220], [2.97673, 5.45870, 6.94816], [4.51140, 4.60537, 6.83274], [3.97927, 6.79319, 5.25597], [4.94030, 5.42878, 4.62955], [1.43066, 3.39921, 4.12011], [1.00446, 4.68738, 5.27687], [5.05212, 0.96637, 1.13971], [4.16315, 0.21911, 2.14219], [4.96452, 0.07514, 3.44451], [6.09972, 1.46951, 3.48869], [7.45185, 0.97471, 3.41377], [5.70670, 2.38392, 4.53614], [5.63667, 2.15277, 1.90292], [4.48925, 1.29425, 0.26837], [5.85473, 0.31092, 0.79533], [3.25801, 0.79981, 2.32824], [3.85497, -0.75329, 1.76275], [4.33260, 0.11171, 4.32804], [5.56357, -0.83280, 3.45559], [6.51480, 2.58969, 1.43377], [4.88438, 2.92205, 2.08406]], "atomic_forces_ev_per_a": [[0.104, -0.349, -0.639], [0.043, 0.553, 0.454], [0.193, -0.918, 0.169], [0.117, 0.258, -0.704], [0.640, 0.189, 0.029], [-0.410, -0.388, -0.136], [-0.706, 0.593, -0.014], [1.021, -0.702, 0.475], [-1.025, 0.846, -0.476], [0.656, -0.045, -0.056], [-0.093, 0.546, 0.169], [0.423, -0.333, -0.574], [-0.030, 0.484, 0.131], [-0.179, 0.112, 0.423], [0.068, -0.087, 0.109], [0.018, 0.412, 0.161], [0.175, 0.056, -0.295], [-0.150, -0.449, -0.177], [-0.042, 0.479, -0.307], [0.068, 0.442, 0.061], [-0.131, -0.128, 0.367], [-0.145, -0.386, -0.220], [-0.691, -0.238, 0.145], [0.029, 0.271, -0.303], [0.312, -0.128, 0.061], [-0.252, 0.308, -0.158], [0.233, -0.372, 0.002], [0.190, 0.270, 0.355], [-0.193, -0.112, 0.280], [-0.305, 0.271, -0.284], [0.319, -0.174, -0.006], [0.036, -0.250, 0.329], [-0.006, -0.236, 0.272], [-0.417, -0.416, -0.408], [-0.172, -0.244, -0.017], [-0.024, -0.047, 0.079], [0.005, 0.099, -0.032], [-0.325, -0.175, 0.009], [-0.295, -0.158, 0.135], [0.101, 0.173, -0.003], [0.278, 0.171, -0.064], [-0.028, -0.107, -0.273], [0.004, -0.008, 0.004], [0.031, 0.023, -0.013], [0.030, -0.004, 0.027], [-0.016, -0.016, 0.022], [0.076, -0.025, 0.165], [0.076, 0.056, 0.043], [0.050, 0.040, 0.116], [-0.003, 0.014, 0.057], [-0.004, 0.018, -0.100], [-0.042, 0.048, 0.040], [0.273, -0.234, 0.002], [0.157, -0.297, 0.181], [0.105, -0.105, 0.131], [-0.136, 0.191, -0.039], [0.105, -0.216, 0.157], [0.001, -0.006, 0.010], [-0.025, 0.012, 0.020], [-0.001, 0.023, 0.009], [0.003, -0.009, -0.014], [-0.073, 0.092, -0.047], [-0.094, 0.067, 0.018], [-0.059, 0.102, -0.074], [0.005, 0.039, -0.016], [-0.100, 0.001, -0.025], [0.049, -0.067, 0.032], [-0.072, 0.326, -0.131], [0.179, 0.111, 0.038], [0.019, -0.007, 0.353], [0.002, -0.106, -0.014], [0.156, 0.295, -0.111], [0.014, 0.006, 0.020], [0.020, -0.029, 0.001], [0.022, -0.014, 0.018], [-0.023, -0.003, -0.010], [-0.019, -0.110, 0.043], [0.052, -0.111, 0.008], [-0.064, -0.107, 0.051], [-0.039, 0.078, -0.021], [0.051, 0.027, -0.040], [-0.076, -0.026, -0.023], [0.199, -0.049, 0.268], [-0.144, -0.118, 0.320], [-0.064, 0.096, -0.127], [0.026, 0.015, -0.259], [0.029, -0.164, 0.214], [-0.029, -0.001, -0.003], [0.091, -0.056, 0.034], [-0.014, 0.028, -0.023], [0.025, -0.025, -0.021], [-0.039, 0.042, -0.130], [-0.032, -0.055, -0.080], [-0.005, 0.049, -0.071], [-0.023, 0.054, -0.060], [0.052, -0.073, 0.114], [0.012, 0.026, -0.016], [-0.262, -0.132, -0.139], [-0.299, 0.010, -0.374], [0.093, 0.054, 0.177], [0.190, 0.061, 0.235], [-0.142, -0.013, -0.241], [-0.017, 0.011, -0.011], [0.000, -0.006, -0.018], [0.002, 0.046, 0.016], [0.025, -0.034, -0.006], [0.086, 0.032, 0.088], [0.094, 0.032, -0.015], [0.076, 0.009, 0.110], [0.023, 0.005, 0.058]], "lowdin_charge": [-0.11, -0.25, -0.21, -0.22, -0.20, -0.20, -0.23, -0.20, -0.35, -0.12, -0.44, -0.21, -0.09, 0.07, 0.02, 0.06, 0.09, 0.10, 0.10, 0.10, 0.08, 0.11, 0.08, 0.10, 0.07, 0.11, 0.09, 0.07, 0.08, 0.10, 0.08, 0.07, 0.09, 0.09, 0.06, -0.23, -0.21, -0.21, 0.65, -0.34, -0.32, -0.24, 0.11, 0.11, 0.12, 0.11, 0.10, 0.11, 0.10, 0.10, -0.22, -0.22, -0.21, 0.66, -0.31, -0.33, -0.23, 0.11, 0.12, 0.11, 0.11, 0.10, 0.11, 0.11, 0.10, -0.21, -0.21, -0.21, 0.67, -0.30, -0.33, -0.24, 0.12, 0.12, 0.11, 0.11, 0.10, 0.11, 0.11, 0.08, -0.21, -0.21, -0.21, 0.66, -0.33, -0.33, -0.23, 0.12, 0.09, 0.11, 0.12, 0.10, 0.10, 0.09, 0.11, -0.21, -0.20, -0.21, 0.67, -0.32, -0.34, -0.22, 0.12, 0.12, 0.12, 0.10, 0.10, 0.10, 0.11, 0.08]}